Below is an isolated molecule of C5H10O2, with properties calculated with ωB97M-V/def2-TZVPD.

Geometry (Å):
O 2.197 0.443 0.819
C 1.634 -0.557 -0.017
C 0.135 -0.546 0.332
C -0.331 0.945 0.362
C -1.773 0.930 -0.047
O -1.829 -0.061 -1.056
C -0.865 -1.115 -0.712
H 3.146 0.494 0.666
H 1.763 -0.309 -1.085
H 2.151 -1.518 0.153
H -0.003 -1.009 1.316
H -0.179 1.543 1.265
H 0.201 1.423 -0.468
H -1.895 1.957 -0.413
H -2.513 0.773 0.762
H -0.374 -1.437 -1.643
H -1.461 -1.947 -0.324

Cartesian forces, eV/Å:
0.45 0.03 0.06
-0.33 -0.19 -0.22
-0.28 0.72 0.12
0.41 -0.43 0.16
0.28 0.47 0.17
0.46 -0.36 0.02
-0.35 0.37 -0.10
-0.05 -0.05 -0.01
-0.08 0.07 0.20
-0.44 0.10 0.02
-0.04 0.03 -0.20
0.31 -0.43 0.00
0.04 0.17 0.24
-0.85 -0.39 -0.57
0.35 -0.24 -0.20
-0.17 0.18 0.23
0.29 -0.04 0.06

## Properties
Spin multiplicity: 1
Net charge: 0
Energy above the lowest of the compared OMol25 structures with the same formula, charge and spin: 44.4 kcal per mole
SMILES string: OC[C@H]1CCOC1

Below is a cluster of 4 separate species, C42H87BrF3N5O6PS in total, with properties calculated with ωB97M-V/def2-TZVPD.

Geometry (Å):
C -1.176 1.167 -5.814
C -0.385 0.627 -5.091
C 0.624 0.023 -4.196
C 1.044 -1.275 -4.945
C 1.581 -2.456 -4.174
O 1.951 -2.532 -3.058
Br 1.622 -4.068 -5.295
C 0.055 -0.213 -2.767
C -0.936 -1.376 -2.576
C -0.578 -2.325 -1.400
C -0.785 -3.810 -1.751
C 0.069 -4.752 -0.890
C -0.243 -4.692 0.607
O 0.865 -5.130 1.382
C 1.710 -4.025 1.698
C 2.984 -4.534 2.377
C -0.332 1.083 -2.017
F -0.480 0.640 -0.704
C -1.649 1.843 -2.364
F -2.100 2.376 -1.141
C -2.850 1.119 -2.968
C -3.768 2.070 -3.776
C 0.921 2.015 -1.960
C 0.708 3.289 -1.151
P 0.868 3.100 0.660
O 1.625 4.224 1.209
O -0.618 3.039 1.222
O 1.596 1.690 0.912
N 1.483 2.289 -3.340
O 0.502 3.026 -4.014
C 2.761 3.181 -3.256
C 2.554 4.654 -3.593
C 3.905 5.368 -3.302
C 4.991 5.106 -4.342
N 6.251 5.708 -3.840
C 1.827 1.014 -4.074
F 2.182 1.400 -5.342
S 3.325 0.201 -3.398
H -1.973 1.672 -6.313
H 1.753 -1.062 -5.750
H 0.164 -1.648 -5.468
H 0.938 -0.542 -2.209
H -1.945 -1.036 -2.370
H -1.012 -1.997 -3.471
H -1.194 -2.086 -0.535
H 0.468 -2.208 -1.105
H -0.518 -4.002 -2.793
H -1.846 -4.061 -1.647
H 1.115 -4.472 -1.052
H -0.035 -5.768 -1.274
H -0.545 -3.678 0.885
H -1.069 -5.375 0.817
H 1.142 -3.369 2.369
H 1.967 -3.476 0.784
H 3.869 -4.250 1.811
H 3.054 -4.195 3.408
H 2.940 -5.623 2.374
H -1.460 2.735 -2.957
H -3.442 0.757 -2.124
H -2.611 0.251 -3.567
H -3.898 1.719 -4.798
H -3.414 3.101 -3.750
H -4.763 2.086 -3.333
H 1.679 1.427 -1.442
H 1.451 4.065 -1.317
H -0.264 3.754 -1.317
H -0.606 3.212 2.177
H 1.043 1.125 1.472
H 0.588 2.840 -4.966
H 3.148 3.089 -2.244
H 3.485 2.806 -3.970
H 1.802 5.129 -2.971
H 2.353 4.783 -4.656
H 4.287 5.010 -2.344
H 3.755 6.445 -3.247
H 5.205 4.048 -4.503
H 4.750 5.567 -5.305
H 7.049 5.169 -4.147
H 6.348 6.646 -4.208
H 3.467 0.819 -2.218
C -2.921 -3.177 7.955
C -2.443 -3.976 6.752
N -2.084 -3.151 5.613
C -1.906 -3.914 4.390
C -0.764 -4.935 4.328
C -1.093 -2.123 5.869
C 0.276 -2.557 6.413
H -3.747 -2.519 7.681
H -3.271 -3.858 8.731
H -2.126 -2.571 8.391
H -3.262 -4.632 6.443
H -1.619 -4.635 7.068
H -1.797 -3.207 3.560
H -2.846 -4.442 4.197
H 0.209 -4.456 4.223
H -0.893 -5.580 3.458
H -0.737 -5.580 5.207
H -1.525 -1.406 6.572
H -0.949 -1.556 4.944
H 0.184 -3.289 7.215
H 0.801 -1.690 6.821
H 0.912 -2.983 5.637
C 1.117 11.456 -3.843
C 2.540 10.987 -4.104
N 2.608 9.821 -4.971
C 3.918 9.201 -4.997
C 5.095 9.997 -5.575
C 1.943 9.955 -6.257
C 2.388 11.093 -7.184
H 0.504 10.643 -3.452
H 1.125 12.260 -3.107
H 0.641 11.847 -4.743
H 2.988 10.709 -3.146
H 3.128 11.834 -4.488
H 3.837 8.249 -5.535
H 4.168 8.930 -3.964
H 5.056 10.055 -6.661
H 6.035 9.505 -5.314
H 5.139 11.010 -5.175
H 0.873 10.068 -6.071
H 2.037 9.002 -6.786
H 2.505 12.036 -6.648
H 1.636 11.250 -7.959
H 3.327 10.871 -7.690
C -2.866 -10.504 7.725
C -4.314 -10.039 7.681
N -4.477 -8.642 8.039
C -5.859 -8.264 8.279
C -6.843 -8.328 7.105
C -3.686 -7.701 7.268
C -3.869 -7.674 5.744
H -2.420 -10.294 8.698
H -2.820 -11.580 7.554
H -2.257 -10.027 6.955
H -4.883 -10.630 8.404
H -4.732 -10.275 6.690
H -5.869 -7.253 8.697
H -6.236 -8.910 9.077
H -6.695 -7.510 6.401
H -7.865 -8.246 7.481
H -6.772 -9.270 6.561
H -2.631 -7.896 7.478
H -3.866 -6.698 7.665
H -3.902 -8.674 5.310
H -3.030 -7.147 5.284
H -4.777 -7.147 5.452

Cartesian forces, eV/Å:
-0.07 -0.15 0.34
-0.07 0.41 -0.10
-0.55 0.36 0.00
-0.04 -0.20 0.02
0.13 -0.50 -0.09
-0.05 0.17 0.15
-0.04 0.30 0.03
0.43 -0.13 0.20
-0.21 -0.52 0.47
0.13 -0.35 -0.32
-0.06 -0.05 0.31
-0.01 0.39 -0.26
0.12 -0.62 -0.40
-0.05 0.53 -0.16
0.08 -0.39 0.26
-0.36 -0.25 -0.30
-0.05 -0.21 -0.40
0.10 0.09 -0.06
-0.58 0.19 0.24
0.11 0.00 -0.19
-0.57 0.20 0.08
-0.08 -0.24 0.44
-0.45 -0.14 0.63
-0.39 -0.06 0.34
0.49 0.99 0.27
0.20 0.00 -0.13
0.15 -0.75 0.01
-0.68 0.04 0.05
0.78 0.85 0.06
-0.20 -0.11 -0.11
-0.05 0.66 -0.20
0.82 0.33 0.23
-0.21 -0.78 -0.30
1.00 0.65 0.28
-0.37 -0.25 -0.13
0.25 -0.93 -0.04
-0.23 0.31 0.10
0.09 -0.09 -0.12
0.15 -0.11 -0.22
0.04 0.10 0.04
0.00 0.01 0.01
0.03 0.07 -0.01
0.07 0.17 -0.19
0.07 0.20 -0.20
0.10 0.19 0.04
-0.01 0.16 0.00
-0.03 0.10 -0.07
0.01 -0.04 -0.09
0.03 -0.02 0.09
0.01 -0.07 0.17
0.01 0.01 0.21
-0.05 0.12 0.15
0.08 0.21 -0.09
-0.12 0.08 -0.02
0.08 0.11 0.17
0.13 0.03 0.00
0.04 0.01 0.10
0.41 -0.27 -0.22
0.22 -0.18 0.08
0.26 0.14 -0.13
0.12 0.19 -0.09
0.06 -0.01 -0.21
0.00 0.02 -0.04
0.07 -0.03 -0.21
0.12 -0.16 -0.16
0.03 -0.07 -0.13
-0.17 0.20 -0.09
0.22 -0.22 -0.18
0.09 -0.07 0.02
-0.01 -0.20 0.01
-0.08 -0.39 0.12
-0.28 -0.06 -0.28
-0.42 0.00 0.05
0.05 0.30 0.11
-0.13 0.00 0.14
-0.29 -0.08 0.00
-0.40 -0.28 -0.07
0.04 0.13 -0.04
0.14 0.01 0.09
-0.20 0.05 -0.08
0.04 0.01 0.01
-0.03 -0.03 0.20
-0.05 0.03 -0.16
-0.08 -0.11 -0.14
-0.01 -0.01 -0.08
0.07 0.16 0.14
0.05 0.08 -0.08
0.02 0.02 -0.02
0.00 0.00 0.00
-0.01 0.01 0.00
0.07 -0.03 -0.14
-0.04 -0.03 0.03
0.04 0.05 0.05
-0.01 0.00 0.09
0.02 -0.02 0.07
0.02 0.01 -0.01
-0.02 0.04 0.03
-0.03 -0.06 0.03
-0.03 -0.08 -0.06
-0.02 0.00 0.01
-0.01 0.00 0.00
-0.02 -0.08 0.03
0.00 0.02 -0.01
-0.07 0.10 0.03
0.02 -0.16 0.01
0.16 -0.15 0.12
0.05 -0.09 -0.05
-0.19 0.07 -0.13
0.00 -0.07 -0.07
0.00 -0.02 -0.03
0.00 0.00 0.00
0.00 0.00 0.00
0.08 -0.04 -0.05
0.00 0.01 0.02
-0.07 0.04 -0.07
-0.04 0.09 0.03
-0.03 0.06 0.00
-0.01 0.00 0.01
-0.02 0.01 0.01
0.02 0.03 0.07
0.09 -0.02 0.05
-0.02 0.00 0.02
0.00 0.00 0.01
0.04 0.05 0.05
0.00 -0.02 -0.02
0.09 -0.07 -0.04
-0.09 0.08 0.03
-0.13 -0.01 0.13
-0.05 0.06 0.02
0.26 0.06 -0.07
-0.01 0.16 -0.03
0.00 0.04 0.00
0.00 0.00 0.00
0.00 0.00 0.01
-0.08 0.06 -0.01
0.00 -0.02 0.00
0.07 0.02 -0.04
0.05 -0.06 -0.03
0.04 -0.03 -0.04
0.01 0.00 0.01
0.02 -0.01 0.00
-0.02 -0.07 0.01
-0.11 -0.04 0.05
0.01 -0.03 0.04
0.01 -0.01 0.01
-0.04 -0.07 -0.02

## Properties
Spin multiplicity: 1
Net charge: +1

Below is a structure of composition C42H42F4N15O2PY, with properties calculated with ωB97M-V/def2-TZVPD.

Geometry (Å):
Y -0.114 -1.018 -0.038
C -0.943 -6.714 -0.407
N -0.658 -5.306 -0.701
C -0.060 -5.098 -2.027
P -1.590 -4.132 -0.020
O -0.989 -2.791 -0.450
N -3.204 -4.074 -0.346
C -3.701 -3.191 -1.412
C -4.000 -5.296 -0.185
N -1.446 -4.306 1.622
C -2.584 -4.325 2.536
C -0.224 -4.880 2.192
H -0.006 -7.272 -0.398
H -1.599 -7.160 -1.158
H -1.412 -6.815 0.572
H 0.911 -5.593 -2.056
H 0.078 -4.038 -2.219
H -0.680 -5.522 -2.821
H -3.111 -2.281 -1.461
H -4.735 -2.926 -1.188
H -3.684 -3.674 -2.392
H -3.597 -5.914 0.616
H -4.035 -5.885 -1.104
H -5.022 -5.020 0.078
H -3.449 -3.864 2.068
H -2.320 -3.763 3.438
H -2.843 -5.339 2.850
H 0.565 -4.907 1.445
H -0.390 -5.896 2.557
H 0.108 -4.268 3.036
C -2.299 -0.598 2.805
C -0.855 -0.739 3.142
N 0.112 -0.977 2.263
C 1.294 -1.076 2.988
C 1.028 -0.889 4.300
N -0.336 -0.675 4.394
C -1.044 -0.363 5.628
N -1.292 1.065 5.769
N -2.414 1.540 5.301
N -2.317 2.825 5.384
C -1.123 3.247 5.933
C -0.581 4.501 6.204
C 0.686 4.501 6.740
C 1.388 3.306 7.001
C 0.848 2.067 6.737
C -0.435 2.060 6.194
H -2.462 -0.809 1.748
H -2.666 0.402 3.028
H -2.903 -1.303 3.379
H 2.246 -1.274 2.525
H 1.676 -0.923 5.159
H -0.445 -0.698 6.471
H -2.007 -0.868 5.647
H -1.125 5.418 6.021
H 1.157 5.446 6.976
H 2.378 3.364 7.432
H 1.381 1.154 6.966
F -0.790 1.439 0.653
C -1.410 2.655 0.478
C -1.760 3.283 1.643
F -1.431 2.640 2.784
C -2.354 4.537 1.664
C -2.529 5.132 0.407
C -2.150 4.499 -0.767
F -2.355 5.117 -1.913
C -1.587 3.214 -0.785
C -1.210 2.513 -2.000
C -1.091 1.165 -1.899
N -1.031 0.014 -1.650
C -0.849 3.144 -3.220
N -0.480 3.621 -4.199
F -3.096 6.316 0.331
C -2.702 5.197 2.949
C -2.642 6.619 3.092
N -2.554 7.756 3.226
C -2.999 4.417 3.964
N -3.299 3.533 4.753
C 1.636 4.298 -8.688
C 2.549 3.462 -7.845
C 2.435 3.435 -6.460
C 3.285 2.667 -5.675
C 4.271 1.883 -6.270
N 5.185 1.072 -5.563
C 5.125 0.364 -4.405
O 6.086 -0.228 -3.962
N 3.863 0.308 -3.789
C 3.580 -0.419 -2.662
C 4.499 -1.289 -2.050
C 4.098 -2.033 -0.957
C 2.820 -1.891 -0.462
N 1.938 -1.026 -0.997
C 2.311 -0.320 -2.079
C 4.411 1.931 -7.658
C 3.566 2.703 -8.427
H 0.821 4.716 -8.101
H 1.220 3.713 -9.509
H 2.188 5.123 -9.145
H 1.680 4.040 -5.980
H 3.213 2.756 -4.596
H 6.062 0.905 -6.033
H 3.101 0.777 -4.259
H 5.497 -1.382 -2.448
H 4.784 -2.730 -0.497
H 2.481 -2.492 0.380
H 1.574 0.348 -2.508
H 5.191 1.343 -8.129
H 3.694 2.720 -9.502

Cartesian forces, eV/Å:
0.69 0.51 0.36
0.08 -0.09 0.10
-0.43 0.50 -0.06
0.06 -0.07 -0.03
-0.29 -0.81 0.67
-0.31 -0.83 -0.33
0.61 0.12 -0.17
-0.12 0.03 -0.03
-0.07 -0.07 0.07
-0.17 -0.51 -0.56
0.00 0.15 0.09
0.03 0.12 0.07
-0.01 0.00 0.02
0.00 0.04 0.00
0.03 -0.03 -0.02
-0.01 0.01 0.01
0.03 0.00 -0.02
-0.03 0.01 0.04
-0.01 0.02 -0.03
0.01 -0.01 0.03
0.04 -0.05 0.04
-0.05 -0.01 -0.03
0.05 0.03 -0.01
0.02 0.00 0.03
-0.01 0.00 0.07
-0.03 -0.01 0.00
0.04 -0.02 -0.04
0.03 -0.01 0.02
-0.02 0.01 -0.01
-0.02 -0.01 -0.01
0.07 0.04 0.20
-0.02 -0.06 -0.05
-0.10 0.12 1.12
0.01 0.05 0.17
0.20 -0.06 -0.11
-0.06 0.12 0.01
-0.04 -0.21 -0.13
0.18 -0.07 0.15
0.00 0.04 -0.12
0.83 -0.03 0.12
0.11 -0.28 -0.02
0.02 0.24 0.05
-0.17 0.11 -0.07
-0.03 -0.26 0.00
0.14 -0.09 0.12
-0.19 0.25 -0.16
-0.07 -0.01 0.00
-0.01 0.02 -0.09
-0.01 -0.03 -0.05
-0.01 0.02 -0.01
-0.04 0.04 0.02
0.00 -0.02 0.00
-0.01 0.05 0.04
0.02 0.00 0.00
0.00 -0.01 0.00
0.00 0.02 0.00
0.04 0.04 0.01
0.27 -0.25 0.08
-0.11 0.24 -0.04
0.03 0.09 -0.01
-0.05 0.01 0.21
0.11 -0.08 -0.12
-0.04 -0.16 0.22
0.07 -0.19 -0.03
-0.08 0.09 -0.05
-0.02 0.07 0.28
0.10 -0.16 -0.02
-0.30 0.13 0.01
-0.67 0.77 -1.39
0.11 0.11 -0.11
-0.03 -0.02 -0.01
-0.05 0.15 -0.04
-0.06 -0.05 -0.17
0.06 0.10 0.16
0.00 -0.06 0.01
0.52 0.15 -0.31
-1.41 0.07 0.11
0.07 0.07 -0.17
0.08 -0.09 0.17
-0.05 0.01 -0.23
0.27 -0.13 0.15
-0.49 0.23 -0.27
0.29 -0.14 0.32
-0.01 0.03 -0.54
0.01 0.06 0.06
-0.15 0.11 0.07
0.06 -0.11 0.05
0.00 -0.13 0.15
-0.06 0.01 0.05
-0.10 -0.02 0.17
0.78 -0.14 -0.49
0.08 0.11 -0.09
0.05 -0.22 0.15
-0.11 0.11 0.04
-0.02 0.00 -0.02
-0.06 -0.01 0.05
-0.03 0.02 0.05
-0.06 0.01 0.06
0.03 0.00 0.01
0.13 0.07 0.05
0.02 0.04 -0.02
-0.06 0.03 -0.03
-0.01 0.00 0.01
-0.02 0.02 0.01
-0.02 -0.01 0.03
-0.03 0.00 -0.03
0.02 -0.01 0.00

## Properties
Spin multiplicity: 1
Net charge: +3
Energy above the lowest of the compared OMol25 structures with the same formula, charge and spin: 0.4 kcal per mole

Below is a cluster of 4 separate species, C12H28N4O4 in total, with properties calculated with ωB97M-V/def2-TZVPD.

Geometry (Å):
C 0.318 1.885 -0.109
N 0.753 0.536 -0.451
C -0.022 -0.259 -1.207
C 0.454 -1.682 -1.445
O -1.153 0.070 -1.587
H -0.630 2.086 -0.592
H 1.116 2.620 -0.206
H 0.121 1.907 0.973
H 1.324 0.129 0.294
H -0.363 -2.328 -1.733
H 0.888 -2.041 -0.510
H 1.228 -1.586 -2.210
C -4.382 -2.595 3.542
N -3.929 -1.727 2.467
C -3.374 -2.221 1.329
C -3.409 -1.332 0.076
O -2.956 -3.362 1.256
H -4.469 -3.636 3.260
H -5.304 -2.177 3.950
H -3.664 -2.511 4.370
H -4.187 -0.761 2.540
H -2.418 -0.872 0.017
H -4.098 -0.504 0.242
H -3.607 -1.964 -0.778
C 3.763 4.121 -3.448
N 2.362 4.006 -3.096
C 1.398 3.450 -3.879
C -0.007 3.505 -3.271
O 1.597 2.977 -4.983
H 4.306 3.222 -3.142
H 4.260 4.938 -2.927
H 3.904 4.274 -4.517
H 2.109 4.591 -2.323
H -0.126 2.610 -2.670
H -0.763 3.719 -4.016
H 0.015 4.389 -2.623
C -0.042 -1.097 2.796
N 0.985 -2.066 2.518
C 2.173 -1.790 1.932
C 3.148 -2.930 1.807
O 2.449 -0.673 1.507
H -0.292 -1.176 3.853
H -0.943 -1.160 2.181
H 0.353 -0.113 2.530
H 0.881 -2.976 2.930
H 2.711 -3.817 2.262
H 4.074 -2.677 2.326
H 3.448 -3.003 0.764

Cartesian forces, eV/Å:
-0.16 -0.62 1.27
0.60 0.86 0.56
-2.25 -0.92 0.31
0.60 0.99 0.40
1.00 0.35 -0.40
0.21 0.37 -0.30
-0.12 0.06 -0.74
-0.20 -0.05 -0.04
0.30 -0.26 -0.77
-0.09 0.10 -0.22
0.22 -0.19 -0.16
0.01 -0.53 0.01
0.82 1.02 1.03
-0.23 -0.39 -0.03
-0.61 -0.05 -1.14
0.74 0.27 1.98
0.13 -0.18 0.31
-0.08 0.06 -0.34
-0.21 -0.32 -0.23
-0.06 -0.41 -0.02
-0.13 0.06 -0.33
-0.12 -0.15 -0.51
-0.26 -0.12 -0.47
-0.07 0.16 -0.18
0.44 -0.61 -0.27
0.62 0.54 0.27
-0.92 0.20 -0.63
1.34 1.09 0.36
0.49 -0.07 0.31
-0.02 -0.06 -0.24
-0.41 0.18 0.09
-0.13 -0.11 -0.01
-0.50 -0.23 0.08
-0.55 -0.08 -0.17
-0.03 -0.62 -0.19
-0.35 -0.27 0.32
0.07 0.79 -0.22
0.20 -0.60 -0.18
-0.01 0.44 0.04
-0.02 0.37 0.44
-0.03 0.05 -0.05
-0.19 0.34 -0.06
0.05 -0.66 0.06
0.16 -0.05 0.51
-0.09 -0.08 -0.14
0.31 -0.34 -0.45
-0.13 0.09 0.21
-0.33 -0.43 -0.06

## Properties
Spin multiplicity: 1
Net charge: 0
Energy above the lowest of the compared OMol25 structures with the same formula, charge and spin: 18.9 kcal per mole
SMILES string: CNC(C)=O.CNC(C)=O.CNC(C)=O.CNC(C)=O

Number 1: E_tot -346.95469 Ha. Number 2: E_tot -5990.52626 Ha. Number 3: E_tot -3375.85220 Ha. Number 4: E_tot -994.06223 Ha.